(1)
{"formula": "C20H14Cl2N2O4", "method": "ωB97M-V with the def2-TZVPD basis set", "symbols": ["O", "N", "O", "C", "C", "C", "C", "C", "C", "N", "O", "O", "C", "H", "H", "H", "H", "H", "Cl", "C", "C", "C", "C", "C", "C", "C", "C", "C", "Cl", "C", "C", "C", "C", "H", "H", "H", "H", "H", "H", "H", "H", "H"], "coordinates": [[-1.982857, 2.114209, 2.333896], [-2.380081, 0.932494, 2.441228], [-3.587454, 0.616877, 2.558229], [-1.424310, -0.130038, 2.427388], [-1.898142, -1.450615, 2.505638], [-0.986516, -2.503623, 2.412652], [0.384054, -2.254026, 2.284840], [0.887235, -0.913536, 2.210580], [2.287238, -0.644648, 2.052766], [2.821569, 0.598775, 2.232079], [4.072133, 0.731260, 2.444357], [2.088350, 1.633763, 2.127321], [-0.054519, 0.137498, 2.281915], [-2.968259, -1.608217, 2.625291], [-1.366776, -3.526443, 2.447561], [1.106998, -3.073986, 2.251619], [2.999605, -1.470026, 2.012673], [0.325392, 1.149252, 2.209180], [8.012997, 1.820750, -0.136175], [6.369253, 1.498003, -0.464305], [5.408185, 2.494949, -0.211179], [4.069874, 2.202651, -0.389789], [3.629508, 0.919029, -0.854106], [2.232038, 0.676866, -0.806908], [1.459965, -0.412419, -1.296907], [0.069758, -0.171130, -1.540747], [-0.786689, -1.174748, -1.944665], [-0.282394, -2.472605, -2.133869], [-1.343101, -3.729053, -2.602921], [1.080684, -2.741536, -1.937152], [1.928570, -1.742193, -1.473584], [4.638987, 0.007231, -1.275810], [5.981308, 0.256387, -0.992681], [5.720843, 3.469819, 0.152237], [3.314876, 2.951539, -0.155869], [1.636531, 1.539932, -0.494179], [-0.307598, 0.844457, -1.395985], [-1.844044, -0.976721, -2.116331], [1.455108, -3.742526, -2.135363], [2.952090, -1.988842, -1.200025], [4.362497, -0.892490, -1.817436], [6.741856, -0.495528, -1.179934]], "atomic_forces_ev_per_a": [[-0.71, -2.31, 0.16], [-1.92, 2.20, 0.14], [2.12, 0.77, -0.23], [1.53, -1.83, -0.14], [0.00, 0.45, -0.10], [0.31, 0.24, 0.04], [0.13, 0.69, -0.14], [-1.03, -0.26, -0.07], [0.24, -0.22, -0.19], [0.97, 0.95, -0.21], [-1.46, -0.42, -0.54], [1.16, -0.41, 0.22], [-1.02, 0.02, -0.04], [0.35, -0.10, -0.07], [0.23, 0.29, 0.04], [-0.32, 0.17, -0.03], [-0.11, 0.47, 0.21], [-0.46, -0.26, 0.07], [0.18, -0.04, 0.00], [-1.22, 0.28, 0.07], [0.34, -0.37, -0.19], [-0.22, -0.52, 0.25], [0.40, 0.54, 0.14], [0.45, 0.24, -0.35], [-0.95, -0.88, 0.05], [0.70, 0.17, 0.36], [0.05, -0.46, -0.12], [0.50, 0.96, 0.14], [-0.10, -0.18, -0.09], [-0.02, 0.21, 0.14], [-0.30, 0.19, -0.20], [0.45, 0.12, 0.48], [-0.58, 0.02, -0.27], [-0.06, -0.22, -0.05], [0.19, -0.20, 0.11], [0.21, -0.27, 0.13], [0.05, -0.35, -0.02], [0.29, -0.05, 0.08], [-0.07, 0.16, 0.21], [-0.36, -0.06, -0.10], [0.20, 0.13, 0.27], [-0.14, 0.15, -0.17]], "max_force_ev_per_a": 2.92, "de_lowest_kj_mol": 0.00, "molar_mass_da": 417.25, "lumo_energy_ev": -2.921, "orbital_gap_ev": 4.237, "e_tot_ev": -57174.2765}

(2)
{"formula": "C3H14NO2", "method": "ωB97M-V with the def2-TZVPD basis set", "symbols": ["C", "C", "N", "C", "H", "H", "H", "H", "H", "H", "H", "H", "H", "H", "H", "H", "O", "H", "H", "O"], "coordinates": [[-2.538719, -1.053125, -0.619359], [-1.111054, -0.963418, -0.116414], [-0.668161, 0.474145, -0.011013], [0.558426, 0.661716, 0.887691], [-2.747594, -0.828857, -1.677123], [-2.875443, -2.073448, -0.466110], [-3.173244, -0.379080, -0.041601], [-0.915448, -1.324370, 0.897890], [-0.407077, -1.596714, -0.654269], [-1.276667, 1.176389, 0.396528], [-0.384685, 0.726966, -0.959859], [1.293749, 1.103331, 0.255965], [0.873122, -0.250844, 1.356490], [0.247987, 1.374600, 1.655296], [2.885439, -1.817113, 0.806532], [2.130088, -3.091270, 1.431739], [2.216443, -2.476513, 0.699744], [1.969795, 3.182469, -0.491832], [1.946789, 3.998462, -1.903583], [1.976256, 3.156674, -1.446711]], "atomic_forces_ev_per_a": [[-0.29, -0.05, 0.14], [-0.52, -0.12, 1.01], [2.28, -0.53, -0.29], [-0.91, 0.70, -0.06], [0.71, 0.03, 0.26], [-0.18, -0.08, 0.10], [-0.12, -0.19, 0.12], [-0.99, -0.17, 0.05], [0.32, 0.77, -0.63], [-1.13, -0.54, -0.67], [-0.31, 0.63, 0.15], [0.86, 0.12, -0.13], [0.09, -0.51, -0.16], [0.28, -0.13, -0.03], [0.83, 0.05, 0.66], [0.61, 0.29, 0.22], [-1.49, -0.27, -0.86], [0.17, 1.08, -0.02], [0.03, 0.36, 0.68], [-0.24, -1.45, -0.56]], "max_force_ev_per_a": 2.36, "de_lowest_kj_mol": 161.43, "molar_mass_da": 96.15, "lumo_energy_ev": -3.220, "charge": 1, "orbital_gap_ev": 11.742, "e_tot_ev": -8916.1126}

(3)
{"formula": "C3H3N3O", "method": "ωB97M-V with the def2-TZVPD basis set", "symbols": ["H", "N", "C", "N", "N", "C", "C", "O", "H", "H"], "coordinates": [[1.673541, 0.012564, -1.787731], [1.503282, 0.963929, -1.311379], [0.353167, 0.490322, -0.639808], [-0.228483, 1.246432, 0.284658], [-0.990648, 0.413003, 1.227220], [-0.747499, -0.871114, 1.168610], [-0.145834, -0.986121, -0.196985], [0.064618, -1.951281, -0.796404], [-0.113670, 2.336027, 0.479773], [-1.368473, -1.653759, 1.572046]], "atomic_forces_ev_per_a": [[0.61, 1.81, 0.05], [-5.23, -5.09, 1.33], [4.97, 1.66, -0.69], [-2.27, 0.97, 2.59], [0.45, 1.47, 1.45], [-0.28, 3.57, -3.53], [1.79, 2.18, 0.97], [0.42, -3.15, -2.35], [-0.49, -3.64, -0.46], [0.04, 0.22, 0.65]], "max_force_ev_per_a": 7.42, "de_lowest_kj_mol": 370.11, "molar_mass_da": 97.08, "lumo_energy_ev": -0.976, "orbital_gap_ev": 8.469, "e_tot_ev": -9673.6183, "smiles": "[H]/N=C1/NN=CC1=O"}

(4)
{"formula": "C46H103Cl3O2P2", "method": "ωB97M-V with the def2-TZVPD basis set", "symbols": ["C", "C", "C", "C", "C", "C", "C", "C", "C", "C", "C", "C", "C", "C", "C", "C", "P", "C", "C", "C", "C", "C", "C", "C", "C", "C", "C", "O", "C", "H", "H", "H", "H", "H", "H", "H", "H", "H", "H", "H", "H", "H", "H", "H", "H", "H", "H", "H", "H", "H", "H", "H", "H", "H", "H", "H", "H", "H", "H", "H", "H", "H", "H", "H", "H", "H", "H", "H", "H", "H", "H", "H", "H", "H", "H", "H", "H", "H", "H", "H", "H", "H", "H", "H", "H", "H", "H", "H", "H", "C", "Cl", "Cl", "Cl", "H", "C", "C", "O", "H", "H", "H", "H", "H", "H", "C", "C", "C", "C", "P", "C", "C", "C", "C", "C", "C", "C", "C", "C", "C", "C", "C", "H", "H", "H", "H", "H", "H", "H", "H", "H", "H", "H", "H", "H", "H", "H", "H", "H", "H", "H", "H", "H", "H", "H", "H", "H", "H", "H", "H", "H", "H", "H", "H", "H", "H", "H", "H"], "coordinates": [[8.320388, 6.060073, -5.591790], [9.212752, 7.158054, -5.001921], [8.965064, 7.513527, -3.522359], [8.561333, 6.349278, -2.613042], [9.756332, 5.462859, -2.228997], [9.413939, 4.055677, -1.722340], [8.463517, 3.251584, -2.612937], [8.370937, 1.768063, -2.213828], [6.947294, 1.212521, -2.163614], [6.358267, 0.869607, -3.535602], [5.069746, 0.035988, -3.451815], [3.980153, 0.420905, -4.462798], [3.125423, -0.761127, -4.946581], [2.030464, -1.150553, -3.940746], [0.682010, -0.453456, -4.174696], [-0.102777, -0.133771, -2.901167], [0.168559, 1.728865, -2.357782], [0.468243, 1.219705, -0.505305], [-0.587999, 0.370988, 0.213377], [-1.478026, 1.123557, 1.210865], [-0.714237, 1.649377, 2.444109], [-1.712445, 2.124967, -2.037242], [-2.367456, 2.796363, -3.249406], [-1.993449, 4.276676, -3.437093], [-3.141796, 5.201416, -3.861083], [-4.345582, 5.190705, -2.907770], [-5.243967, 6.406342, -3.064953], [-4.656496, 7.618691, -2.631403], [-4.628271, 7.782045, -1.237117], [7.329124, 6.046717, -5.132265], [8.184620, 6.207974, -6.668208], [8.755446, 5.063605, -5.465327], [10.265813, 6.882286, -5.135106], [9.072911, 8.067412, -5.598399], [8.233508, 8.325955, -3.456549], [9.900249, 7.920023, -3.110598], [7.772621, 5.750651, -3.073304], [8.127345, 6.766897, -1.694930], [10.302354, 5.988070, -1.433480], [10.454623, 5.383818, -3.072824], [10.350992, 3.487101, -1.641024], [9.007404, 4.111830, -0.702009], [7.455709, 3.686577, -2.567605], [8.797095, 3.351514, -3.654671], [8.940384, 1.171105, -2.939128], [8.866536, 1.624400, -1.245012], [6.298291, 1.967481, -1.693592], [6.906009, 0.322353, -1.521669], [7.119882, 0.322291, -4.109344], [6.147066, 1.799625, -4.078262], [4.670412, 0.123455, -2.434136], [5.316983, -1.023168, -3.596938], [4.448680, 0.921668, -5.321242], [3.302856, 1.148649, -3.996069], [3.780568, -1.617578, -5.150228], [2.653880, -0.495558, -5.901288], [2.366265, -0.879445, -2.928880], [1.891276, -2.239692, -3.951499], [0.075634, -1.099691, -4.824789], [0.855977, 0.480382, -4.729645], [-1.172799, -0.336555, -3.050803], [0.228962, -0.823149, -2.107318], [0.020337, 2.098502, -3.784712], [0.459726, 3.153198, -2.037200], [1.625815, 1.524179, -2.624324], [1.428723, 0.686824, -0.511205], [0.634923, 2.155802, 0.051063], [-1.216046, -0.152020, -0.513808], [-0.089972, -0.424711, 0.800415], [-1.996141, 1.944837, 0.707867], [-2.263517, 0.430836, 1.554918], [0.230534, 1.112464, 2.544448], [-1.304410, 1.485515, 3.351792], [-0.485849, 2.719501, 2.397450], [-2.299696, 1.238942, -1.771347], [-1.735198, 2.836531, -1.198208], [-3.462711, 2.699309, -3.174457], [-2.076530, 2.242491, -4.155754], [-1.196939, 4.344367, -4.187038], [-1.560968, 4.662220, -2.503940], [-3.479314, 4.950954, -4.875514], [-2.759012, 6.229248, -3.898568], [-3.985847, 5.121482, -1.871211], [-4.963500, 4.298003, -3.070610], [-5.477210, 6.566276, -4.123907], [-6.194057, 6.264555, -2.528946], [-4.705857, 8.852780, -1.029815], [-5.473144, 7.269449, -0.758803], [-3.699086, 7.404239, -0.793175], [0.553212, 0.400378, 5.894928], [-0.938598, 1.095837, 6.562608], [0.255260, -0.649188, 4.495321], [1.677232, 1.651944, 5.398550], [1.000707, -0.195807, 6.677768], [-3.915539, 3.494322, 3.711212], [-4.783079, 2.353085, 4.200533], [-4.055639, 1.129126, 4.351298], [-3.449833, 3.238357, 2.761344], [-4.506478, 4.401507, 3.578172], [-3.120047, 3.711151, 4.428661], [-5.567393, 2.129928, 3.476896], [-5.270603, 2.617817, 5.145440], [-3.355928, 1.276830, 4.992478], [-6.395124, -7.447519, 5.387900], [-5.817257, -7.785503, 4.017121], [-4.316449, -8.069500, 4.066169], [-3.419332, -6.837798, 4.256084], [-3.066449, -5.836435, 2.790995], [-2.513881, -6.977705, 1.495623], [-1.403868, -7.996322, 1.797045], [0.034500, -7.482332, 1.912971], [0.486472, -6.578722, 0.770486], [-1.680835, -4.765031, 3.211507], [-1.790144, -3.683868, 4.297003], [-2.690244, -2.495004, 3.977018], [-2.490590, -1.927576, 2.579066], [-4.457777, -5.042507, 1.935817], [-5.375915, -3.943957, 2.498852], [-5.957061, -4.130771, 3.909929], [-7.435821, -4.512570, 3.891296], [-5.897016, -6.591307, 5.847268], [-7.455094, -7.208010, 5.321696], [-6.287394, -8.296176, 6.064971], [-6.036134, -6.981103, 3.310100], [-6.319804, -8.673403, 3.629536], [-4.001270, -8.615917, 3.174873], [-4.123606, -8.737378, 4.908767], [-2.419288, -7.160089, 4.567529], [-3.779106, -6.200903, 5.065957], [-2.273521, -6.369795, 0.620370], [-3.417468, -7.530305, 1.220764], [-1.440604, -8.719586, 0.979124], [-1.658709, -8.559786, 2.698685], [0.678599, -8.363472, 1.939413], [0.196977, -6.986660, 2.872399], [0.539447, -7.129436, -0.169820], [1.476822, -6.171868, 0.968840], [-0.179758, -5.728587, 0.614768], [-1.310651, -4.347740, 2.272477], [-0.918445, -5.477630, 3.536894], [-0.767546, -3.331923, 4.446477], [-2.095831, -4.133025, 5.246838], [-2.495032, -1.715341, 4.714641], [-3.734031, -2.773364, 4.124803], [-1.512840, -1.456525, 2.465338], [-3.233243, -1.164063, 2.369564], [-2.578365, -2.695900, 1.803776], [-5.058585, -5.886228, 1.580651], [-3.974308, -4.651324, 1.032865], [-6.206472, -3.879280, 1.792628], [-4.859563, -2.990439, 2.416547], [-5.846626, -3.198240, 4.464455], [-5.392835, -4.877856, 4.472290], [-8.031773, -3.686127, 3.503101], [-7.801681, -4.744038, 4.891347], [-7.622392, -5.381002, 3.255757]], "atomic_forces_ev_per_a": [[0.01, -0.06, -0.11], [0.10, 0.07, -0.12], [0.23, -0.03, 0.13], [0.00, -0.01, 0.18], [-0.04, 0.08, 0.11], [0.12, -0.07, 0.01], [-0.16, 0.15, -0.06], [0.19, -0.12, -0.14], [-0.18, 0.13, 0.08], [0.05, 0.10, 0.03], [-0.11, -0.13, 0.13], [-0.12, 0.12, -0.15], [0.01, 0.10, 0.00], [0.11, 0.05, 0.28], [-0.12, -0.15, -0.09], [0.00, -0.27, 0.01], [0.16, 0.08, 0.08], [0.04, 0.19, 0.20], [0.11, -0.07, 0.32], [-0.22, -0.06, 0.05], [-0.14, 0.07, -0.24], [0.05, 0.25, -0.26], [-0.28, -0.17, -0.05], [0.10, 0.01, -0.05], [0.01, 0.05, 0.14], [0.11, -0.20, 0.01], [-0.03, -0.02, -0.15], [-0.05, 0.15, -0.12], [0.07, 0.05, 0.15], [0.03, 0.05, -0.11], [0.03, -0.02, 0.14], [-0.09, 0.11, 0.12], [-0.15, -0.04, -0.03], [0.08, -0.06, 0.14], [-0.08, -0.21, -0.02], [-0.17, 0.13, -0.09], [0.06, 0.09, -0.02], [0.00, -0.13, -0.10], [0.09, -0.09, -0.18], [-0.17, -0.04, -0.03], [-0.08, 0.10, 0.07], [-0.03, -0.02, -0.17], [0.17, -0.03, -0.04], [-0.10, -0.02, 0.10], [0.05, 0.01, 0.19], [-0.14, 0.05, -0.06], [0.04, -0.23, 0.05], [0.08, 0.07, -0.12], [-0.14, 0.14, -0.04], [0.11, -0.07, 0.02], [-0.04, -0.06, -0.10], [0.04, 0.06, 0.11], [-0.04, -0.14, 0.06], [0.14, 0.03, -0.16], [0.00, 0.06, -0.01], [0.02, -0.07, 0.09], [0.04, -0.13, -0.15], [-0.03, 0.09, 0.08], [0.11, 0.17, -0.14], [-0.03, 0.00, 0.08], [0.08, 0.10, -0.04], [-0.05, 0.14, -0.04], [-0.03, 0.00, 0.05], [0.00, -0.10, 0.00], [-0.11, -0.03, 0.00], [-0.10, 0.08, -0.08], [-0.01, -0.12, -0.07], [-0.02, 0.05, 0.02], [-0.03, 0.02, -0.12], [0.05, -0.08, 0.01], [0.18, 0.38, -0.13], [-0.03, 0.17, 0.01], [0.08, 0.06, -0.01], [-0.01, -0.16, -0.14], [0.07, 0.03, 0.09], [-0.02, -0.17, -0.01], [0.15, 0.05, -0.02], [-0.08, 0.06, 0.11], [-0.01, 0.06, 0.18], [-0.08, -0.06, -0.09], [-0.02, 0.02, 0.08], [-0.03, -0.10, -0.07], [-0.07, 0.05, -0.08], [0.11, 0.10, 0.02], [0.01, -0.07, 0.10], [0.03, -0.05, -0.03], [0.05, -0.10, 0.03], [0.02, 0.05, -0.01], [-0.06, -0.02, -0.04], [0.07, 0.05, -0.35], [0.07, -0.15, -0.16], [-0.09, -0.30, 0.56], [0.03, 0.15, 0.20], [0.03, 0.00, 0.00], [0.08, -0.08, 0.02], [0.01, -0.12, -0.01], [-0.18, 0.03, -0.04], [0.03, -0.01, -0.06], [-0.02, -0.01, 0.01], [0.00, 0.02, 0.00], [0.00, 0.02, 0.01], [-0.01, -0.01, 0.00], [0.16, 0.04, 0.02], [0.01, -0.02, -0.03], [-0.01, 0.01, 0.06], [0.01, 0.03, -0.04], [-0.02, -0.06, 0.15], [0.00, 0.05, -0.08], [0.01, -0.12, -0.01], [0.01, -0.01, 0.02], [0.01, 0.02, -0.03], [-0.01, -0.03, 0.01], [0.20, 0.04, 0.11], [-0.08, -0.04, 0.01], [-0.03, -0.03, -0.05], [0.02, -0.10, 0.09], [-0.25, 0.04, -0.09], [0.10, 0.07, 0.01], [-0.10, -0.05, -0.05], [0.04, 0.01, 0.02], [0.00, 0.00, 0.00], [-0.01, -0.01, -0.01], [0.02, 0.00, 0.01], [0.03, -0.01, 0.00], [-0.01, 0.00, -0.01], [-0.02, 0.00, -0.01], [0.03, -0.03, -0.01], [0.00, 0.00, -0.02], [-0.03, 0.07, -0.06], [0.05, 0.04, 0.03], [-0.01, 0.03, 0.00], [0.00, 0.00, -0.01], [0.00, -0.02, -0.01], [0.02, 0.01, 0.04], [-0.04, 0.03, -0.01], [-0.04, 0.01, -0.01], [0.02, -0.02, -0.02], [0.02, 0.03, 0.02], [-0.04, 0.05, -0.01], [-0.02, -0.03, -0.07], [0.00, 0.03, 0.02], [0.02, -0.05, -0.02], [0.00, 0.02, 0.00], [0.00, -0.05, 0.01], [-0.01, -0.07, -0.04], [-0.06, 0.08, 0.01], [-0.03, 0.10, -0.01], [0.04, -0.07, 0.10], [0.01, -0.01, -0.01], [0.02, 0.04, -0.04], [0.03, -0.03, 0.05], [0.00, 0.00, 0.02], [0.03, 0.00, -0.03], [-0.01, -0.01, -0.04], [0.00, 0.03, 0.01], [0.00, -0.01, 0.00]], "max_force_ev_per_a": 0.64, "molar_mass_da": 856.63, "lumo_energy_ev": -0.613, "orbital_gap_ev": 4.245, "e_tot_ev": -109606.7355}

| no. | HOMO (eV) |
| --- | --- |
| 1 | -7.16 |
| 2 | -14.96 |
| 3 | -9.44 |
| 4 | -4.86 |